Entry i
Here is a molecular structure, C7H8O from the OMol25 dataset. Energies are from ωB97M-V/def2-TZVPD.

Each line ends with the Mulliken charge.
Positions of all 16 atoms, in Å:
C (-1.7307, 0.0652, -0.6230)  -0.695
C (-0.2519, -0.0417, 0.9642)  -0.071
C (0.3331, -1.0249, -0.0641)  -0.362
C (1.7822, -0.6699, -0.0695)  -0.652
C (1.8146, 0.6840, -0.0098)  -0.552
C (0.3438, 0.9946, 0.0195)  -0.350
C (-0.2546, -0.0089, -0.9862)  -0.208
H (-2.2304, 1.0517, -0.9431)  0.289
H (-2.3036, -0.7660, -1.0552)  0.339
H (0.0087, -0.0449, 2.0318)  0.451
H (-0.0345, -2.0300, -0.0602)  0.518
H (2.6389, -1.2866, 0.0601)  0.407
H (2.6590, 1.3562, 0.0766)  0.425
H (0.0098, 2.0396, 0.1013)  0.447
H (0.0373, 0.0532, -2.0094)  0.494
O (-1.6256, -0.0455, 0.8015)  -0.481

Entry ii
Here is 2 unconnected molecules or ions with the total composition C7H8O from the OMol25 dataset. Energies are from ωB97M-V/def2-TZVPD.

Each line ends with the Mulliken charge.
Positions of all 16 atoms, in Å:
C (1.5461, -1.1975, -0.2166)  -1.239
C (0.8405, 0.1202, -0.4597)  0.749
C (0.3238, 0.8653, 0.9636)  0.039
C (0.9491, 0.8941, 2.0200)  -0.207
O (1.1202, 0.8803, -1.3473)  -0.513
H (2.5771, -0.9989, 0.0831)  0.375
H (1.0447, -1.7791, 0.5538)  0.351
H (1.5628, -1.7528, -1.1541)  0.334
H (1.4785, 0.8483, 2.9421)  0.403
C (-1.2392, -0.7195, -1.0163)  -0.828
C (-2.2392, 1.4019, -0.0315)  -0.717
C (-1.9845, 0.3464, -0.6382)  0.196
H (-2.9327, 2.1871, 0.1774)  0.406
H (-0.7902, 1.3501, 0.6587)  -0.006
H (-1.3745, -1.6626, -0.4981)  0.321
H (-0.8823, -0.7833, -2.0369)  0.336

Q: Which of them is the least stable? A: entry ii.